The following is a DFT calculation (ωB97M-V/def2-TZVPD) of a 2-piece molecular cluster, C4H11N4 overall.

The energy relative to the best compared isomer or geometry (same formula, charge and spin) comes out at 335.89 kJ/mol. The calculation puts the HOMO energy at -13.38 eV. Its orbital gap is 0.3674 Ha. The net charge is +1. As for the multiplicity: 1.

Positions of all 19 atoms, in Å:
C  1.83  -0.20  -0.40
C  1.63  -1.57  0.30
C  -0.16  -0.32  0.63
C  0.41  1.88  -0.22
N  -2.84  0.84  -0.02
N  -2.82  -0.35  -0.34
N  0.65  0.52  0.08
N  0.26  -1.55  0.81
H  2.60  0.31  0.03
H  1.85  -0.10  -1.49
H  1.74  -2.36  -0.50
H  2.63  -1.80  0.91
H  -1.18  -0.13  0.89
H  0.52  2.05  -1.30
H  -0.63  2.14  -0.12
H  1.22  2.51  0.30
H  -3.73  1.34  0.18
H  -3.72  -0.84  -0.72
H  -0.26  -2.37  0.98

---

The following is a DFT calculation (ωB97M-V/def2-TZVPD) of C26H28BrN3O3Ti as an isolated structure.

The energy relative to the best compared isomer or geometry (same formula, charge and spin) comes out at 22.62 kJ/mol. The calculation puts the HOMO energy at -8.23 eV. Its orbital gap is 0.2691 Ha. The net charge is 0. As for the multiplicity: 1.

Positions of all 62 atoms, in Å:
Ti  -1.78  1.14  0.45
O  -4.47  2.92  2.98
C  -3.54  2.49  2.37
N  -3.54  1.73  1.20
C  -4.69  1.43  0.49
O  -5.83  1.67  0.76
C  -4.35  0.68  -0.80
C  -5.34  0.35  -1.71
C  -4.96  -0.33  -2.86
C  -3.63  -0.65  -3.06
C  -2.70  -0.27  -2.11
N  -3.07  0.39  -1.01
C  -2.11  2.75  2.84
C  -1.86  3.54  3.94
C  -0.54  3.73  4.32
C  0.47  3.12  3.61
C  0.14  2.34  2.51
N  -1.13  2.17  2.14
H  -6.36  0.62  -1.49
H  -5.71  -0.61  -3.59
H  -3.30  -1.18  -3.94
H  -1.64  -0.47  -2.21
H  -2.70  3.98  4.46
H  -0.31  4.35  5.18
H  1.51  3.24  3.87
H  0.89  1.86  1.89
C  4.42  -1.05  -2.13
C  3.42  0.11  -2.18
C  2.97  0.29  -3.63
C  4.15  1.38  -1.71
C  2.20  -0.12  -1.29
C  1.20  0.85  -1.22
C  0.09  0.65  -0.42
Br  -1.55  3.27  -0.90
C  0.00  -0.53  0.30
O  -1.21  -0.51  1.03
C  0.95  -1.56  0.30
C  2.04  -1.28  -0.53
C  0.92  -2.88  1.07
C  0.97  -4.04  0.07
C  -0.32  -3.07  1.94
C  2.15  -2.95  1.98
H  5.26  -0.83  -2.78
H  3.97  -1.98  -2.48
H  4.81  -1.21  -1.12
H  3.83  0.46  -4.28
H  2.29  1.14  -3.73
H  2.44  -0.60  -3.98
H  5.03  1.56  -2.34
H  4.48  1.28  -0.68
H  3.51  2.26  -1.77
H  1.28  1.77  -1.79
H  2.82  -2.04  -0.58
H  0.12  -4.01  -0.61
H  0.95  -4.99  0.60
H  1.88  -4.02  -0.54
H  -1.24  -3.06  1.36
H  -0.41  -2.30  2.70
H  -0.25  -4.04  2.44
H  3.08  -2.91  1.41
H  2.14  -3.89  2.54
H  2.15  -2.13  2.69